Entry 1:
{
  "formula": "C18H62Ba2F3O16",
  "method": "ωB97M-V/def2-TZVPD",
  "fmax_ev_per_a": 2.87,
  "e_tot_ha": -2276.34112,
  "total_charge": 3,
  "homo_lumo_gap_ev": 3.99,
  "species": ["Ba", "Ba", "C", "O", "O", "C", "F", "F", "F", "C", "C", "H", "H", "H", "H", "H", "H", "C", "O", "H", "H", "H", "H", "C", "O", "H", "H", "H", "H", "C", "O", "H", "H", "H", "H", "C", "O", "H", "H", "H", "H", "C", "O", "H", "H", "H", "H", "C", "O", "H", "H", "H", "H", "C", "O", "H", "H", "H", "H", "C", "O", "H", "H", "H", "H", "C", "O", "H", "H", "H", "H", "C", "O", "H", "H", "H", "H", "C", "O", "H", "H", "H", "H", "C", "O", "H", "H", "H", "H", "C", "O", "H", "H", "H", "H", "C", "O", "H", "H", "H", "H"],
  "coordinates": [[-6.260, 31.257, -14.068], [-5.658, 34.208, -16.919], [-8.321, 34.799, -14.746], [-7.782, 35.624, -15.764], [-7.546, 33.647, -14.751], [-8.461, 35.625, -13.466], [-7.504, 36.559, -13.384], [-9.632, 36.269, -13.501], [-8.447, 34.877, -12.363], [-8.568, 36.778, -16.149], [-7.886, 37.437, -17.315], [-6.828, 37.579, -17.072], [-7.929, 36.832, -18.223], [-8.307, 38.415, -17.540], [-8.563, 37.485, -15.320], [-9.603, 36.498, -16.363], [-9.330, 34.499, -15.059], [-11.117, 36.182, -10.542], [-10.637, 36.058, -9.216], [-12.146, 36.534, -10.610], [-10.488, 36.924, -11.046], [-10.930, 35.282, -11.137], [-11.062, 35.289, -8.824], [-9.034, 39.925, -20.403], [-8.626, 38.702, -21.062], [-9.003, 40.760, -21.099], [-10.034, 39.841, -19.979], [-8.352, 40.124, -19.577], [-9.132, 38.659, -21.881], [-11.324, 33.098, -12.884], [-12.079, 31.889, -12.692], [-10.911, 33.107, -13.901], [-11.995, 33.940, -12.733], [-10.504, 33.109, -12.157], [-11.763, 31.216, -13.297], [-12.552, 37.301, -13.962], [-13.315, 36.311, -13.291], [-11.810, 37.714, -13.286], [-12.029, 36.825, -14.806], [-13.189, 38.094, -14.360], [-13.939, 35.973, -13.942], [-5.262, 39.541, -20.209], [-6.088, 38.350, -20.075], [-5.893, 40.425, -20.204], [-4.536, 39.548, -19.403], [-4.744, 39.496, -21.166], [-6.995, 38.561, -20.334], [-12.199, 34.059, -16.513], [-12.990, 34.983, -17.191], [-11.779, 33.299, -17.187], [-11.341, 34.585, -16.058], [-12.776, 33.597, -15.712], [-12.526, 35.828, -17.291], [-9.079, 33.707, -18.155], [-7.798, 34.242, -18.578], [-9.617, 33.321, -19.018], [-8.953, 32.914, -17.416], [-9.652, 34.506, -17.686], [-7.982, 34.822, -19.370], [-6.998, 33.369, -9.410], [-6.410, 32.083, -9.220], [-6.237, 34.104, -9.648], [-7.777, 33.367, -10.185], [-7.472, 33.684, -8.477], [-6.987, 31.563, -8.654], [-11.551, 37.575, -18.919], [-11.894, 37.425, -17.549], [-12.026, 38.458, -19.349], [-10.468, 37.704, -19.036], [-11.867, 36.698, -19.478], [-12.013, 38.299, -17.165], [-4.554, 35.534, -19.874], [-5.180, 36.178, -18.752], [-5.324, 35.248, -20.595], [-3.901, 36.234, -20.394], [-3.976, 34.672, -19.531], [-5.578, 37.033, -19.072], [-6.634, 39.751, -14.739], [-7.407, 40.788, -15.326], [-5.728, 40.137, -14.265], [-7.245, 39.253, -13.992], [-6.315, 39.054, -15.528], [-6.834, 41.382, -15.819], [-8.217, 35.388, -21.962], [-8.520, 35.841, -20.624], [-7.161, 35.541, -22.167], [-8.430, 34.317, -21.975], [-8.917, 35.799, -22.686], [-8.446, 36.813, -20.611], [-7.167, 37.059, -9.573], [-5.959, 37.273, -8.853], [-7.968, 37.733, -9.252], [-7.012, 37.278, -10.629], [-7.518, 36.037, -9.404], [-6.114, 37.042, -7.932], [-5.216, 35.095, -11.990], [-4.050, 34.730, -12.760], [-4.916, 35.395, -10.992], [-5.732, 35.909, -12.486], [-5.947, 34.278, -11.930], [-4.257, 34.072, -13.423]]
}


Entry 2:
{
  "formula": "C18H62F3O18V",
  "method": "ωB97M-V/def2-TZVPD",
  "fmax_ev_per_a": 2.00,
  "e_tot_ha": -3320.72844,
  "homo_lumo_gap_ev": 9.40,
  "species": ["O", "V", "O", "C", "O", "O", "C", "F", "F", "F", "C", "C", "H", "H", "H", "H", "H", "H", "C", "O", "H", "H", "H", "H", "C", "O", "H", "H", "H", "H", "C", "O", "H", "H", "H", "H", "C", "O", "H", "H", "H", "H", "C", "O", "H", "H", "H", "H", "C", "O", "H", "H", "H", "H", "C", "O", "H", "H", "H", "H", "C", "O", "H", "H", "H", "H", "C", "O", "H", "H", "H", "H", "C", "O", "H", "H", "H", "H", "C", "O", "H", "H", "H", "H", "C", "O", "H", "H", "H", "H", "C", "O", "H", "H", "H", "H", "C", "O", "H", "H", "H", "H"],
  "coordinates": [[2.348, 0.591, -3.326], [1.990, 1.399, -2.015], [2.910, 2.673, -2.001], [0.354, 0.818, 0.246], [0.455, 0.153, -1.013], [1.189, 1.858, 0.104], [-1.094, 1.126, 0.643], [-1.855, 1.487, -0.402], [-1.676, 0.024, 1.180], [-1.149, 2.057, 1.584], [-0.180, -1.117, -1.245], [0.384, -1.676, -2.525], [0.323, -1.028, -3.397], [1.449, -1.880, -2.369], [-0.015, -2.659, -2.778], [-1.262, -0.963, -1.276], [0.052, -1.873, -0.489], [0.748, 0.120, 1.010], [-2.597, -0.595, 4.467], [-1.372, -1.215, 4.799], [-2.689, 0.428, 4.838], [-2.730, -0.549, 3.379], [-3.433, -1.173, 4.861], [-0.757, -0.507, 5.029], [0.299, 2.003, 4.329], [0.117, 1.313, 5.568], [1.056, 2.786, 4.457], [0.717, 1.313, 3.591], [-0.595, 2.531, 4.016], [0.939, 1.319, 6.062], [4.614, -2.117, -3.434], [4.184, -2.236, -4.767], [5.594, -2.545, -3.202], [4.658, -1.074, -3.118], [3.893, -2.579, -2.744], [4.426, -3.111, -5.082], [-0.818, -3.104, 1.894], [0.541, -3.251, 1.513], [-1.491, -3.186, 1.040], [-1.156, -3.859, 2.612], [-1.101, -2.146, 2.340], [1.052, -3.022, 2.297], [3.565, -0.664, 0.082], [3.630, 0.377, -0.897], [2.826, -1.406, -0.209], [4.541, -1.141, 0.200], [3.313, -0.267, 1.071], [4.456, 0.847, -0.744], [-3.830, -2.319, -0.281], [-4.796, -3.170, 0.330], [-3.235, -1.842, 0.499], [-3.171, -2.859, -0.966], [-4.340, -1.557, -0.868], [-4.504, -4.079, 0.234], [3.377, 2.799, 2.266], [4.260, 3.666, 2.966], [3.225, 3.135, 1.238], [3.733, 1.767, 2.243], [2.386, 2.804, 2.722], [4.436, 4.415, 2.395], [-0.080, 3.528, -3.239], [0.093, 2.119, -3.111], [0.899, 3.969, -3.429], [-0.707, 3.811, -4.084], [-0.415, 3.997, -2.312], [-0.754, 1.671, -3.201], [-2.593, -2.583, -4.288], [-3.575, -1.647, -3.824], [-3.103, -3.404, -4.797], [-1.876, -2.090, -4.940], [-2.049, -3.042, -3.458], [-4.409, -2.120, -3.803], [0.608, 5.325, 1.218], [0.619, 4.605, 0.007], [0.028, 6.240, 1.109], [0.180, 4.731, 2.035], [1.625, 5.592, 1.534], [0.772, 3.663, 0.212], [1.973, -4.970, -3.484], [0.836, -5.704, -3.077], [1.785, -4.012, -3.983], [2.611, -4.728, -2.625], [2.537, -5.599, -4.174], [0.608, -5.390, -2.183], [-2.873, 4.733, 3.451], [-2.686, 4.134, 4.721], [-3.834, 5.256, 3.410], [-2.119, 5.509, 3.302], [-2.746, 4.029, 2.624], [-3.373, 3.478, 4.862], [-2.824, 4.534, -0.400], [-3.120, 5.764, -1.042], [-2.311, 4.738, 0.540], [-3.701, 3.918, -0.183], [-2.084, 3.980, -0.983], [-3.347, 5.585, -1.957], [0.200, -6.471, 0.086], [-0.006, -5.170, -0.441], [1.252, -6.770, 0.029], [-0.075, -6.538, 1.144], [-0.400, -7.183, -0.473], [0.243, -4.529, 0.249]]
}


Entry 3:
{
  "formula": "C18H62O13",
  "method": "ωB97M-V/def2-TZVPD",
  "fmax_ev_per_a": 1.75,
  "e_tot_ha": -1700.89650,
  "homo_lumo_gap_ev": 9.94,
  "species": ["C", "C", "O", "H", "H", "H", "H", "H", "H", "C", "C", "O", "H", "H", "H", "H", "H", "H", "C", "C", "O", "H", "H", "H", "H", "H", "H", "C", "C", "O", "H", "H", "H", "H", "H", "H", "C", "C", "O", "H", "H", "H", "H", "H", "H", "C", "O", "H", "H", "H", "H", "C", "O", "H", "H", "H", "H", "C", "O", "H", "H", "H", "H", "C", "O", "H", "H", "H", "H", "C", "O", "H", "H", "H", "H", "C", "O", "H", "H", "H", "H", "C", "O", "H", "H", "H", "H", "C", "O", "H", "H", "H", "H"],
  "coordinates": [[19.487, -3.141, -2.877], [18.548, -2.083, -2.290], [17.972, -2.604, -1.109], [19.769, -2.842, -3.888], [19.055, -4.140, -2.862], [20.390, -3.127, -2.265], [17.763, -1.758, -2.983], [19.157, -1.204, -2.037], [17.188, -2.082, -0.868], [16.818, 1.282, -0.285], [16.221, 0.022, 0.323], [15.760, -0.950, -0.637], [16.645, 2.115, 0.404], [16.224, 1.607, -1.143], [17.882, 1.260, -0.514], [15.311, 0.322, 0.856], [16.892, -0.500, 1.000], [15.009, -0.599, -1.122], [15.772, 2.061, -3.852], [15.776, 0.559, -4.022], [16.597, 0.261, -5.164], [16.717, 2.386, -3.409], [14.936, 2.416, -3.250], [15.744, 2.557, -4.822], [14.748, 0.209, -4.157], [16.231, 0.035, -3.175], [16.352, -0.621, -5.469], [21.070, 0.349, 0.926], [19.775, 0.179, 1.711], [19.969, 0.256, 3.129], [21.444, 1.372, 0.933], [20.854, 0.088, -0.116], [21.820, -0.340, 1.315], [19.264, -0.747, 1.459], [19.095, 1.009, 1.479], [20.127, 1.177, 3.347], [22.234, -4.845, -4.697], [22.821, -5.692, -3.580], [22.585, -7.086, -3.842], [22.815, -4.956, -5.610], [22.199, -3.812, -4.351], [21.210, -5.172, -4.885], [22.330, -5.418, -2.637], [23.900, -5.539, -3.475], [22.607, -7.545, -2.999], [18.736, -5.146, -6.756], [19.443, -6.385, -6.831], [18.869, -4.623, -7.710], [17.668, -5.241, -6.551], [19.157, -4.483, -5.997], [18.782, -7.057, -7.020], [18.844, -7.567, -2.960], [17.892, -8.391, -2.299], [18.573, -7.399, -4.006], [18.883, -6.574, -2.511], [19.846, -7.995, -2.885], [17.839, -9.230, -2.760], [20.301, 1.289, -3.318], [21.444, 0.855, -4.010], [19.521, 0.525, -3.339], [20.503, 1.445, -2.252], [19.790, 2.165, -3.731], [22.116, 1.541, -3.983], [23.331, -1.688, -1.611], [24.573, -2.320, -1.945], [22.523, -2.392, -1.815], [23.288, -1.243, -0.617], [23.262, -0.871, -2.331], [24.793, -2.923, -1.226], [15.982, -4.474, -3.842], [15.410, -4.297, -5.139], [16.787, -5.207, -3.946], [16.432, -3.543, -3.497], [15.288, -4.768, -3.054], [14.789, -5.020, -5.264], [17.409, -5.611, -0.309], [16.382, -6.543, -0.510], [17.110, -4.819, 0.372], [18.331, -6.084, 0.056], [17.715, -5.109, -1.233], [16.728, -7.333, -0.940], [20.881, -3.808, 0.692], [21.495, -4.481, 1.769], [19.807, -3.650, 0.871], [21.291, -2.812, 0.550], [20.814, -4.391, -0.233], [20.867, -5.128, 2.101], [19.611, -1.045, -6.153], [20.952, -1.341, -5.831], [19.042, -0.707, -5.284], [19.578, -0.271, -6.930], [19.124, -1.919, -6.585], [21.359, -0.619, -5.335]]
}